Record 1
{
  "formula": "C25H35Cl2CoGeN10O6Si3",
  "method": "the ωB97M-V functional and the def2-TZVPD basis",
  "charge": -1,
  "e_tot_ha": -7221.3753,
  "e_above_lowest_ev": 0.000,
  "multiplicity": 2,
  "homo_ev": [-5.427, -5.402],
  "gap_ev": [7.090, 7.064],
  "s2": 0.77,
  "lumo_energy_ev": [1.66, 1.66],
  "elements": ["O", "H", "C", "H", "H", "H", "H", "N", "H", "Cl", "C", "H", "O", "C", "C", "H", "C", "C", "H", "N", "C", "Ge", "N", "O", "H", "N", "C", "C", "C", "C", "H", "O", "H", "N", "H", "C", "H", "H", "H", "H", "C", "C", "O", "C", "H", "C", "N", "N", "C", "H", "H", "H", "H", "H", "C", "Si", "C", "H", "H", "Co", "Si", "N", "C", "N", "N", "C", "C", "H", "C", "Si", "H", "H", "C", "H", "H", "H", "Cl", "H", "O", "C", "H", "H", "H"],
  "positions_angstrom": [[4.410, 1.724, -5.537], [1.855, 3.284, -1.054], [2.740, -4.363, 0.670], [-1.987, 4.293, -2.224], [-2.140, 2.529, -2.282], [-3.682, 3.170, 2.084], [-3.022, 3.436, -1.060], [-2.179, 0.377, 0.094], [0.011, 2.810, 4.394], [3.848, -3.772, -0.522], [1.753, -0.488, 2.841], [-0.879, -0.156, 4.307], [-1.566, -0.995, -2.968], [2.008, 2.382, 1.965], [-0.401, -0.692, -2.742], [-0.160, 1.503, -6.840], [0.927, 3.065, -1.584], [3.033, -5.501, 1.363], [1.246, -1.433, 2.697], [-3.095, -4.704, -1.683], [2.147, -5.968, 2.348], [-0.727, 1.351, 0.983], [-2.001, -5.473, -1.518], [1.291, -2.598, 0.164], [3.047, 1.106, -0.564], [-3.372, 0.820, -0.181], [0.377, 1.148, -5.970], [-1.884, 0.220, 4.121], [-2.085, 3.390, -1.614], [1.008, -5.280, 2.630], [3.945, -6.042, 1.152], [0.264, -0.869, -1.659], [0.376, 4.898, 1.175], [-2.065, -0.917, -0.221], [-4.064, 2.628, 3.728], [1.528, -3.631, 0.870], [2.815, -0.702, 2.994], [-0.941, -3.712, 3.270], [1.338, 2.772, 2.731], [3.011, 2.325, 2.403], [2.400, 0.911, -4.739], [-0.977, 3.136, 4.065], [-0.919, -2.343, 1.826], [-2.725, -3.528, -1.217], [-0.863, 4.055, 3.493], [0.683, -4.111, 1.913], [3.847, 1.160, -4.614], [-1.476, -3.523, -0.774], [-3.249, -1.230, -0.711], [2.287, -0.112, -2.858], [2.053, 3.093, 1.142], [0.338, -5.623, 3.408], [-4.454, -2.530, -1.684], [-2.440, -0.567, 3.607], [1.745, 0.232, -3.725], [-0.592, 3.280, -0.489], [-0.465, 4.892, 0.481], [-1.359, 0.269, -5.026], [0.991, 2.041, -1.964], [-0.413, -1.825, -0.062], [1.576, 0.643, 1.361], [-1.048, -4.785, -0.982], [-0.296, 0.467, -4.965], [-3.597, -2.447, -1.166], [-4.078, -0.161, -0.680], [-3.621, 2.328, 2.774], [2.706, 0.207, -0.047], [1.365, -0.014, 3.744], [0.380, 0.012, -3.839], [-1.853, 1.786, 3.083], [2.294, 1.899, -6.627], [3.574, -0.325, 0.354], [1.739, 1.374, -5.864], [2.210, -0.452, -0.753], [-4.218, 1.517, 2.354], [-1.379, 5.066, 1.051], [2.548, -7.425, 3.222], [-1.558, 3.367, 4.964], [4.402, 0.810, -3.593], [-0.455, -3.363, 2.347], [-0.341, 5.729, -0.212], [-2.363, 0.416, 5.085], [0.870, 3.739, -2.444]],
  "atomic_forces_ev_per_a": [[-0.1, 0.0, 0.0], [0.0, 0.0, 0.0], [0.1, 0.0, 0.0], [0.0, 0.0, 0.0], [0.0, 0.0, 0.0], [0.0, 0.0, 0.0], [0.0, 0.0, 0.0], [0.2, -0.1, 0.0], [0.0, 0.0, 0.0], [0.0, 0.0, 0.0], [0.1, 0.1, 0.0], [0.0, 0.0, 0.0], [0.0, 0.0, -0.1], [0.3, -0.1, 0.0], [-0.1, 0.0, 0.1], [0.0, 0.0, 0.0], [0.0, 0.0, 0.1], [-0.1, 0.0, 0.0], [-0.1, -0.2, 0.0], [-0.1, 0.0, 0.0], [0.0, -0.1, 0.0], [-0.1, 0.6, 0.0], [0.1, 0.1, 0.0], [0.2, -0.1, -0.1], [0.0, 0.0, 0.0], [0.1, 0.2, 0.2], [0.0, 0.0, 0.0], [0.0, 0.0, -0.1], [0.0, 0.0, 0.0], [-0.1, 0.0, 0.1], [0.0, 0.0, 0.0], [0.0, -0.2, 0.1], [0.0, 0.0, 0.0], [-0.3, 0.2, 0.2], [0.0, 0.0, 0.0], [-0.1, 0.1, 0.0], [0.0, 0.0, 0.0], [0.0, 0.0, 0.0], [0.0, 0.0, 0.0], [0.0, 0.1, 0.0], [-0.1, -0.1, 0.0], [0.0, -0.2, 0.0], [0.0, 0.0, -0.2], [0.0, -0.1, 0.0], [0.0, 0.1, -0.1], [0.1, 0.0, 0.0], [0.0, 0.1, 0.0], [0.1, 0.3, 0.0], [-0.1, 0.2, 0.0], [0.0, 0.0, 0.0], [0.0, 0.0, 0.0], [0.0, 0.0, 0.0], [0.0, 0.0, 0.0], [0.0, 0.0, 0.0], [0.1, 0.0, 0.0], [0.1, -0.1, -0.1], [0.0, -0.1, 0.0], [0.0, 0.0, 0.0], [0.0, 0.1, 0.0], [-0.1, -0.4, -0.2], [-0.4, 0.3, 0.1], [0.2, -0.1, 0.0], [0.0, 0.0, 0.0], [-0.1, -0.1, 0.0], [0.1, -0.2, -0.1], [0.0, 0.0, 0.0], [0.0, 0.0, 0.0], [0.0, 0.0, 0.0], [0.0, 0.0, 0.0], [0.1, -0.1, 0.0], [0.0, 0.0, 0.0], [0.0, 0.0, 0.0], [0.1, 0.1, 0.0], [0.0, -0.1, 0.0], [0.0, 0.0, 0.0], [-0.1, 0.0, 0.1], [0.0, 0.0, 0.0], [0.0, 0.0, 0.0], [0.0, -0.1, 0.0], [0.0, 0.0, -0.1], [0.0, 0.0, 0.0], [0.0, 0.0, 0.0], [0.0, 0.0, 0.0]]
}

=====

Record 2
{
  "formula": "C2H3N2O2",
  "method": "the ωB97M-V functional and the def2-TZVPD basis",
  "charge": -1,
  "e_tot_ha": -337.9131,
  "e_above_lowest_ev": 2.620,
  "homo_ev": [-2.047, -2.047],
  "gap_ev": [6.411, 6.412],
  "lumo_energy_ev": [4.36, 4.36],
  "elements": ["H", "N", "H", "N", "O", "O", "C", "C", "H"],
  "positions_angstrom": [[0.421, 0.045, -2.590], [0.179, 0.058, 0.943], [1.284, 1.104, -0.279], [-0.932, -0.590, 1.361], [-1.122, -0.786, -1.738], [-1.076, -0.625, 2.596], [-0.001, -0.201, -1.564], [0.579, 0.271, -0.318], [0.668, 0.726, 1.590]],
  "atomic_forces_ev_per_a": [[0.8, 0.4, 1.3], [-2.4, -0.2, 3.6], [0.2, -0.5, -0.9], [1.8, 0.5, -0.6], [1.3, 0.0, 0.8], [0.1, 0.4, 0.1], [-1.5, 0.5, 0.6], [0.7, 0.3, -5.0], [-0.9, -1.4, 0.0]]
}

=====

Record 3
{
  "formula": "CH3N5O",
  "method": "the ωB97M-V functional and the def2-TZVPD basis",
  "charge": 0,
  "e_tot_ha": -388.7646,
  "e_above_lowest_ev": 2.860,
  "homo_ev": -8.700,
  "gap_ev": 8.579,
  "lumo_energy_ev": -0.12,
  "elements": ["O", "H", "N", "H", "N", "N", "C", "N", "H", "N"],
  "positions_angstrom": [[-0.688, -0.364, 0.672], [-0.583, 3.266, 0.058], [-0.092, 1.479, -0.753], [0.014, -2.093, 1.644], [1.065, -1.650, 0.012], [-0.915, 2.266, 0.029], [-0.004, 0.211, -0.483], [1.083, -0.658, -0.779], [-0.901, 2.023, 1.065], [-0.143, -1.658, 0.740]],
  "atomic_forces_ev_per_a": [[0.5, 0.1, -0.8], [-0.3, -1.6, -0.9], [0.7, -2.2, 0.4], [-0.2, 0.9, 0.4], [-1.8, 1.3, -0.9], [0.2, 1.0, 2.0], [-0.2, 1.8, 2.3], [-0.3, -0.8, 0.8], [-0.1, -0.4, -1.7], [1.7, -0.2, -1.6]]
}

=====

Record 4
{
  "formula": "C8H11BrN2O",
  "method": "the ωB97M-V functional and the def2-TZVPD basis",
  "charge": 0,
  "e_tot_ha": -3070.1225,
  "e_above_lowest_ev": 0.909,
  "homo_ev": -7.366,
  "gap_ev": 7.617,
  "lumo_energy_ev": 0.25,
  "elements": ["H", "H", "H", "C", "H", "C", "Br", "H", "C", "H", "H", "H", "N", "H", "C", "C", "C", "O", "H", "C", "C", "H", "N"],
  "positions_angstrom": [[-0.687, 1.572, 2.424], [1.802, -2.781, 1.184], [2.545, -1.611, -0.903], [-1.588, 3.050, -0.447], [-2.142, 1.975, -2.171], [-0.304, 1.789, 1.462], [0.579, -2.246, -2.680], [0.803, -3.851, 0.226], [1.951, -2.441, -1.076], [-1.909, 4.024, -0.820], [2.595, -3.345, -1.372], [-1.318, -0.300, -1.245], [-0.964, 2.942, 0.800], [-0.720, 3.856, 1.092], [-1.157, 0.636, -0.631], [-0.582, 0.575, 0.646], [-1.697, 1.851, -1.134], [0.537, -0.808, 2.202], [-0.221, -1.734, -0.645], [0.134, -0.621, 1.090], [1.262, -2.853, 0.222], [0.810, 2.067, 1.540], [0.271, -1.747, 0.234]],
  "atomic_forces_ev_per_a": [[-0.3, 0.5, 1.3], [0.5, 0.2, -0.8], [0.7, 1.9, -0.4], [1.4, -3.9, 1.0], [0.5, -0.8, 1.4], [0.9, 1.2, -1.6], [1.7, -0.3, 1.2], [-0.1, 0.3, -0.3], [0.5, -5.2, -0.6], [0.2, -0.4, 0.4], [-0.7, 1.6, -0.3], [0.4, 1.3, 0.8], [-1.2, 1.4, -0.9], [0.4, 0.5, 1.0], [0.2, -1.0, 1.9], [0.2, -0.4, -3.6], [-1.2, 2.7, -2.2], [1.2, 1.2, 2.4], [0.0, 0.4, 0.3], [-0.6, -3.7, -1.4], [-1.7, 2.4, 0.1], [-1.3, -0.8, 0.1], [-1.7, 0.8, 0.3]]
}

=====

Record 5
{
  "formula": "C19H45CeN9O2S4",
  "method": "the ωB97M-V functional and the def2-TZVPD basis",
  "charge": 4,
  "e_tot_ha": -3460.6552,
  "homo_ev": [-19.441, -19.441],
  "gap_ev": [4.713, 4.695],
  "lumo_energy_ev": [-14.73, -14.75],
  "elements": ["C", "H", "H", "H", "H", "H", "N", "H", "S", "H", "H", "S", "N", "N", "H", "H", "C", "H", "H", "H", "C", "C", "H", "H", "H", "N", "H", "H", "C", "C", "C", "O", "C", "H", "H", "H", "H", "N", "C", "N", "H", "C", "H", "Ce", "H", "S", "C", "H", "H", "H", "H", "C", "H", "C", "H", "H", "N", "H", "H", "H", "H", "N", "H", "C", "H", "H", "C", "H", "S", "H", "H", "H", "C", "C", "C", "H", "H", "C", "O", "N"],
  "positions_angstrom": [[-2.310, -0.791, -3.054], [2.599, 3.242, -2.472], [2.746, 0.147, -3.347], [0.447, -1.126, 4.385], [-2.481, -1.161, 0.257], [-1.496, -0.096, 4.836], [-2.306, -0.500, -0.498], [2.594, 1.127, -1.517], [2.327, -0.240, 2.176], [-0.936, 2.149, -3.106], [2.472, 3.224, 3.437], [1.075, 2.782, 1.558], [0.204, -0.940, -2.883], [1.729, 1.390, -1.984], [-2.773, 0.954, 0.940], [-0.938, 3.948, 1.918], [2.305, 1.070, 3.416], [3.179, 0.912, 4.053], [-2.842, -1.681, 2.598], [-1.454, -4.035, -1.101], [0.485, 3.604, -2.364], [-3.005, 0.757, -0.101], [3.598, -4.310, -0.969], [2.416, -2.568, 2.525], [-0.843, 2.724, -0.262], [2.812, -1.932, -0.693], [-3.993, -0.829, -1.721], [-1.109, -2.577, -2.940], [-0.833, 2.859, -2.290], [-2.014, -1.550, 3.296], [1.889, 0.825, -3.359], [2.644, -0.667, -0.621], [2.423, 2.409, 2.713], [-3.071, 2.830, -0.605], [2.564, -5.695, -1.028], [0.223, 4.299, 3.179], [-4.088, 0.631, -0.183], [-0.749, -3.704, -0.448], [1.741, 2.880, -1.899], [1.636, -2.556, -0.607], [-2.161, -2.275, 4.098], [0.665, 0.090, -3.858], [-2.982, 0.259, 3.969], [0.317, -0.122, -0.410], [-1.086, -3.896, 0.493], [-1.033, 0.907, 2.704], [-1.053, -1.581, -3.378], [-0.961, -1.715, -4.459], [1.946, 3.119, -0.857], [-2.924, -2.202, -1.568], [3.335, 2.455, 2.116], [-2.941, -1.121, -1.711], [-0.159, 0.769, -4.050], [-2.589, 1.917, -0.963], [2.841, -1.695, 3.981], [-2.116, 0.279, -3.149], [-1.107, 2.104, -1.028], [0.908, -1.678, -2.897], [-1.941, 2.864, 3.780], [-2.942, 1.775, -1.984], [-0.398, 2.387, 4.481], [2.664, -4.693, -0.925], [0.912, -0.382, -4.813], [-1.973, -0.132, 3.857], [0.319, -5.485, -0.680], [1.407, 1.001, 4.025], [-0.234, 3.487, 2.612], [0.418, 4.529, -1.787], [-0.510, -2.038, 2.390], [2.129, 1.620, -4.067], [-1.632, 3.592, -2.430], [0.588, 3.927, -3.402], [1.614, -3.923, -0.742], [-0.940, 2.511, 3.544], [0.724, -1.939, 3.718], [0.677, -2.873, 4.280], [-3.056, -1.013, -3.820], [2.115, -1.738, 3.166], [3.890, -2.419, -0.810], [0.400, -4.475, -0.663]],
  "atomic_forces_ev_per_a": [[0.0, 0.0, 0.0], [0.0, 0.0, 0.0], [0.0, 0.0, 0.0], [0.0, 0.0, 0.0], [0.1, 0.0, 0.0], [0.0, 0.0, 0.0], [0.4, 0.0, -0.1], [0.1, 0.1, 0.0], [0.0, -0.1, -0.4], [0.0, 0.0, 0.0], [0.0, 0.0, 0.0], [0.1, 0.1, -0.3], [0.1, 0.2, 0.4], [0.0, -0.4, 0.4], [0.0, 0.0, 0.0], [0.0, 0.0, 0.0], [0.0, 0.0, 0.1], [0.0, 0.0, 0.0], [0.0, 0.0, 0.0], [0.0, 0.0, 0.0], [0.0, 0.0, -0.1], [-0.1, 0.1, 0.0], [-0.1, -0.1, 0.0], [0.0, 0.0, 0.0], [0.0, -0.1, 0.0], [-0.1, 0.0, 0.1], [0.0, 0.0, 0.0], [0.0, 0.0, 0.0], [0.0, 0.1, 0.0], [0.0, 0.0, 0.0], [-0.1, 0.0, -0.1], [0.0, 0.0, -0.5], [0.0, 0.0, 0.0], [0.0, 0.0, 0.0], [0.0, 0.0, 0.0], [0.0, 0.0, 0.0], [0.0, -0.1, 0.0], [-0.1, 0.0, -0.1], [0.0, 0.1, 0.0], [-0.1, 0.2, 0.0], [0.0, 0.0, 0.0], [0.1, 0.1, 0.0], [-0.1, -0.1, 0.0], [-0.3, 0.5, 0.8], [0.0, 0.0, 0.0], [0.0, 0.0, 0.1], [0.0, -0.1, -0.1], [0.0, 0.0, 0.0], [0.0, 0.0, -0.1], [0.0, 0.0, 0.0], [0.0, 0.0, 0.0], [-0.1, -0.1, 0.0], [0.0, 0.0, 0.0], [-0.1, 0.0, -0.1], [0.0, 0.0, 0.0], [0.0, 0.0, 0.0], [0.1, -0.3, 0.1], [0.0, 0.1, 0.0], [0.0, 0.1, 0.0], [0.0, 0.0, 0.0], [0.0, 0.0, 0.0], [-0.1, -0.1, 0.0], [-0.1, 0.0, 0.0], [0.1, 0.1, -0.1], [0.0, 0.0, 0.0], [0.0, 0.0, 0.0], [0.0, -0.1, 0.0], [0.0, 0.0, 0.0], [0.0, -0.2, -0.3], [0.1, 0.0, 0.1], [0.0, 0.0, 0.0], [0.0, 0.0, 0.0], [-0.1, -0.2, 0.2], [0.0, -0.2, 0.0], [-0.1, 0.0, 0.1], [0.0, 0.0, 0.0], [0.0, 0.0, 0.0], [0.1, 0.0, 0.0], [0.1, 0.2, 0.0], [0.2, -0.1, 0.0]]
}